(1)
{"formula": "C53H67BMnN13OS3Sb", "method": "ωB97M-V/def2-TZVPD", "elements": ["C", "C", "H", "C", "H", "H", "O", "H", "C", "C", "C", "H", "H", "H", "C", "H", "H", "H", "N", "C", "C", "H", "H", "H", "H", "C", "H", "Mn", "C", "H", "C", "C", "H", "C", "C", "C", "H", "N", "H", "C", "N", "H", "H", "H", "H", "C", "H", "H", "C", "B", "H", "N", "H", "H", "S", "H", "N", "H", "H", "C", "H", "C", "H", "H", "H", "N", "H", "C", "H", "H", "N", "S", "H", "N", "C", "H", "H", "C", "C", "C", "C", "H", "H", "H", "C", "H", "C", "H", "C", "C", "H", "S", "C", "C", "H", "C", "Sb", "C", "C", "H", "N", "H", "H", "C", "C", "C", "H", "C", "N", "H", "H", "H", "C", "H", "H", "C", "H", "C", "H", "H", "C", "C", "H", "H", "H", "N", "C", "H", "C", "H", "N", "C", "N", "C", "H", "C", "C", "H", "C", "C"], "coordinates": [[0.316, -7.377, 1.702], [1.553, -0.147, -5.143], [-0.254, 1.921, 6.710], [-2.706, 5.182, -3.826], [4.022, 0.504, -2.783], [-2.715, 5.134, -0.444], [0.117, 2.472, 0.543], [-7.910, -0.996, -1.128], [1.295, 0.046, 3.376], [-4.496, 4.039, 1.345], [5.072, -2.529, -0.249], [2.755, 1.393, 6.896], [1.936, 2.951, 6.929], [-0.498, -2.129, -2.418], [-6.995, -0.446, -0.950], [4.458, -2.094, -3.212], [2.338, -0.427, -4.437], [-3.803, -2.770, 2.845], [-2.238, -1.520, 1.060], [-2.706, 3.158, 2.686], [0.111, 1.933, -5.182], [-2.568, 3.923, 4.685], [0.456, -7.389, 2.782], [5.157, 1.379, -1.777], [-1.824, -1.070, -2.942], [-4.206, 4.796, 3.609], [3.040, 0.027, -6.664], [0.100, 0.450, 0.082], [3.702, -0.765, -0.119], [-4.520, 5.422, 4.435], [5.068, 0.562, -2.488], [-3.396, 3.190, 1.479], [6.049, -2.723, -2.782], [-4.630, 0.992, -0.494], [-4.811, 0.256, -1.665], [0.960, -3.900, 0.943], [3.989, -3.683, 1.274], [1.104, 3.993, -2.279], [-1.879, -1.201, 1.955], [-0.619, -6.209, -0.280], [1.179, 3.045, 1.061], [1.025, -1.056, -5.442], [-5.045, 4.075, 0.410], [-4.027, 0.214, -2.411], [3.188, 1.975, -5.078], [-2.758, 2.923, -3.005], [0.949, 3.440, -6.451], [5.920, -1.412, -3.951], [-0.407, -6.116, 1.226], [1.984, -1.629, 1.534], [-2.191, -5.004, 1.705], [3.308, -1.710, 0.765], [5.677, 0.787, -3.365], [-2.737, 3.446, -5.086], [2.965, 0.768, -0.222], [7.637, -0.224, -2.290], [-1.493, -1.288, -0.039], [-2.454, -6.738, 1.481], [-2.763, 1.860, -3.217], [-3.113, 3.956, 3.750], [-4.795, -3.581, 1.629], [-3.298, -2.307, 0.815], [0.510, 0.325, 6.682], [-0.619, 0.790, 5.397], [-5.540, 1.523, 1.383], [0.412, -4.941, 1.650], [-1.218, -7.107, -0.452], [0.570, -4.694, 3.010], [5.894, -3.124, -0.598], [-3.919, -3.242, -1.078], [1.470, -3.041, 1.875], [1.138, -3.675, -0.729], [-5.753, 5.494, 2.291], [3.819, 5.171, 1.089], [-4.287, -2.651, 1.875], [-0.271, -8.256, 1.430], [4.285, -1.160, 3.147], [-5.652, 0.973, 0.456], [1.331, 1.754, 5.278], [-3.230, -2.629, -0.522], [3.406, -0.624, 3.453], [-0.592, 2.457, -4.538], [1.495, 3.530, -4.785], [1.517, -2.997, 4.027], [3.240, 0.284, 4.431], [3.239, 2.691, 5.776], [0.165, 1.152, 6.060], [7.066, 0.173, -0.662], [1.769, 3.843, 0.226], [-1.777, -5.992, 1.897], [-1.727, -6.147, 2.976], [-0.341, 0.199, 2.881], [2.160, 0.583, -6.337], [-2.698, 5.645, -2.520], [3.949, 0.666, 5.137], [-4.899, 4.838, 2.405], [-2.735, 1.937, -0.104], [0.427, 0.647, -3.168], [2.911, 4.583, 0.701], [-7.608, 0.267, 0.978], [4.794, -1.265, -0.765], [-2.033, -2.824, -2.956], [-5.041, -1.866, 1.963], [1.211, -3.523, 3.142], [-2.735, 3.815, -4.068], [5.580, -0.759, -1.926], [0.228, -5.379, 3.762], [-2.734, 4.750, -1.458], [1.917, 0.700, 4.391], [-2.680, 5.881, -4.652], [0.424, 3.686, 5.098], [-1.842, 2.514, 2.799], [-6.824, 0.262, 0.230], [-2.656, 6.709, -2.323], [0.316, -6.292, -0.825], [2.524, 2.012, -5.946], [1.186, -1.088, 0.843], [-5.984, -0.445, -1.901], [1.461, 0.585, -7.178], [-6.104, -1.002, -2.821], [-2.780, 3.378, -1.686], [4.144, -2.800, 0.681], [1.294, -7.453, 1.226], [-1.156, -5.345, -0.666], [0.206, 2.673, 3.659], [2.194, -0.786, 2.816], [5.497, -1.817, -3.032], [-0.442, 1.561, -6.047], [2.395, 2.212, 6.273], [3.085, 2.495, -6.746], [0.324, 0.515, -2.027], [1.373, 3.938, -1.162], [0.630, 0.769, -4.450], [7.023, -0.571, -1.458], [7.453, -1.501, -1.086], [-2.088, -1.972, -1.014], [-1.578, -1.995, -2.415], [1.768, 3.421, 3.972], [1.270, 2.838, -5.598], [0.903, 2.956, 4.443]], "multiplicity": 6, "homo_energy_ev": [-6.9488, -6.9525], "relative_energy_kcal_mol": 2.4}

=====

(2)
{"formula": "C3H4ClF", "method": "ωB97M-V/def2-TZVPD", "elements": ["C", "H", "C", "Cl", "H", "F", "H", "H", "C"], "coordinates": [[-0.517, -0.628, 0.682], [1.442, 0.569, -1.850], [0.108, 0.256, -0.150], [-1.804, 0.459, -2.748], [-1.204, -0.289, 1.438], [1.277, -1.381, -1.376], [-0.078, 1.316, -0.058], [-0.365, -1.690, 0.583], [0.970, -0.119, -1.165]], "homo_energy_ev": [-9.9593, -8.3109], "relative_energy_kcal_mol": 60.7}

=====

(3)
{"formula": "C22H36CaN4O2S3SbSe4", "method": "ωB97M-V/def2-TZVPD", "elements": ["Se", "H", "H", "H", "H", "H", "C", "H", "C", "Sb", "N", "C", "H", "C", "H", "O", "H", "H", "C", "C", "S", "H", "H", "C", "O", "C", "C", "C", "Se", "H", "H", "H", "C", "H", "H", "H", "H", "C", "C", "H", "N", "Se", "H", "H", "C", "H", "H", "H", "H", "H", "C", "H", "C", "C", "H", "Ca", "C", "C", "S", "H", "Se", "H", "H", "C", "S", "H", "C", "N", "H", "H", "H", "C", "N"], "coordinates": [[-0.778, 0.268, -5.069], [0.527, -2.784, 0.754], [2.890, -2.542, 2.509], [2.132, -5.569, -2.885], [0.675, -5.904, 0.563], [3.749, -2.818, 6.702], [2.457, 0.241, -3.272], [4.111, 1.776, -1.271], [2.145, -1.501, 6.139], [-2.802, -0.658, -4.213], [-0.079, 0.022, 2.941], [-3.153, 2.824, -1.218], [0.965, 2.911, 0.864], [-2.253, 2.224, 1.034], [2.689, 3.634, -1.357], [-1.655, 1.035, -0.937], [3.426, -0.123, -3.625], [-2.838, 3.070, 1.368], [-1.507, 1.551, 2.046], [1.336, -4.853, -2.675], [2.135, -0.521, -1.669], [5.068, 1.134, 0.039], [-0.394, -4.090, 0.888], [1.170, -4.664, -1.170], [1.201, -1.204, 1.439], [3.166, -2.411, 5.885], [0.871, -0.808, 2.632], [3.433, -2.789, 4.578], [-4.990, 0.189, -4.592], [4.229, -3.495, 4.370], [0.413, -5.223, -3.127], [-0.545, 2.531, 3.691], [1.660, -1.355, 3.780], [-0.639, -3.773, -1.593], [-2.648, 2.953, -2.176], [1.581, -3.899, -3.144], [2.329, 1.973, -4.486], [-1.536, 2.158, 3.428], [1.664, 3.317, -1.161], [1.932, -1.198, 7.157], [-0.250, -3.272, 0.296], [-2.595, -1.930, -1.981], [-1.785, 1.398, 4.167], [-2.253, 2.976, 3.474], [4.054, 1.172, -0.366], [4.445, -0.775, -1.183], [1.069, 1.505, -0.159], [-3.378, 3.792, -0.774], [3.295, 2.250, -3.057], [-4.092, 2.301, -1.419], [-2.290, 1.958, -0.327], [2.377, -3.993, 0.511], [2.389, 1.762, -3.416], [1.566, 2.435, 0.089], [3.248, -4.986, -0.660], [-0.401, -0.687, -0.147], [2.685, -2.262, 3.534], [0.715, -5.978, -0.526], [3.134, 2.061, 0.911], [1.085, 4.229, -1.008], [-2.585, -3.221, -4.002], [3.400, -0.789, 0.252], [-0.273, -6.266, -0.894], [3.625, -0.258, -0.676], [0.960, 2.597, -2.676], [2.834, -3.300, -1.052], [1.399, -0.978, 5.097], [-0.789, 0.480, 1.827], [0.602, -0.270, 5.278], [1.685, -0.210, -3.899], [1.416, -6.779, -0.768], [2.491, -4.207, -0.554], [0.177, -3.589, -1.021]], "homo_energy_ev": -4.5527, "relative_energy_kcal_mol": 0.0, "charge": -1}

=====

(4)
{"formula": "C30H26AsBFeN8S", "method": "ωB97M-V/def2-TZVPD", "elements": ["H", "H", "H", "C", "H", "C", "N", "N", "H", "N", "H", "H", "C", "C", "C", "C", "H", "C", "H", "H", "H", "H", "H", "H", "N", "H", "C", "B", "C", "C", "C", "H", "C", "C", "C", "S", "H", "C", "C", "N", "H", "C", "N", "H", "H", "C", "As", "H", "H", "C", "Fe", "C", "C", "H", "C", "H", "C", "C", "H", "C", "H", "C", "N", "C", "C", "C", "C", "N"], "coordinates": [[8.527, 8.754, 21.366], [10.670, 9.246, 17.102], [8.777, 0.892, 21.021], [6.311, 4.843, 17.352], [7.721, 6.759, 19.540], [13.307, 5.113, 20.454], [11.796, 5.145, 23.232], [9.902, 5.795, 21.656], [13.925, 6.548, 25.080], [10.464, 3.356, 22.104], [2.440, 4.658, 17.826], [9.832, 0.887, 13.501], [9.153, 2.904, 13.780], [9.632, 7.421, 17.153], [10.303, 1.246, 22.682], [4.270, 3.522, 17.536], [10.040, 4.699, 24.331], [4.160, 5.889, 17.626], [7.104, 6.483, 15.041], [6.199, 2.653, 17.308], [5.962, 7.004, 17.468], [10.142, 0.434, 15.840], [14.558, 5.204, 18.642], [3.700, 2.586, 17.586], [9.138, 5.600, 20.579], [9.650, 9.997, 15.018], [9.551, 1.677, 14.221], [11.091, 4.754, 21.921], [5.535, 5.986, 17.467], [8.462, 6.752, 20.324], [12.493, 4.347, 18.595], [3.541, 6.791, 17.798], [3.542, 4.681, 17.702], [13.609, 4.958, 19.130], [10.867, 2.428, 23.007], [9.197, 1.848, 18.166], [11.608, 2.665, 23.745], [9.306, 9.095, 15.478], [11.821, 5.752, 25.345], [11.535, 4.182, 19.523], [10.462, 0.303, 23.185], [9.442, 1.515, 21.621], [12.074, 4.665, 20.694], [11.568, 5.832, 26.378], [7.859, 8.690, 13.985], [9.319, 2.343, 16.512], [8.288, 4.851, 17.372], [10.246, 7.497, 22.918], [8.607, 4.858, 14.340], [9.952, 8.635, 16.600], [9.462, 3.773, 19.388], [7.942, 7.075, 15.452], [13.018, 6.060, 24.721], [9.190, 3.168, 12.721], [8.794, 7.698, 21.280], [12.323, 4.027, 17.570], [8.370, 8.274, 14.855], [8.910, 3.610, 16.077], [13.821, 5.568, 21.287], [8.689, 6.598, 16.548], [10.109, 7.113, 18.106], [9.694, 7.075, 22.101], [9.576, 2.780, 21.222], [8.890, 3.890, 14.695], [5.645, 3.600, 17.397], [11.054, 5.181, 24.367], [9.733, 1.386, 15.565], [13.002, 5.707, 23.422]], "multiplicity": 6, "homo_energy_ev": [-11.3072, -11.3174], "relative_energy_kcal_mol": 0.0, "charge": 1}

=====

(5)
{"formula": "C25H67F6NO26PS8", "method": "ωB97M-V/def2-TZVPD", "elements": ["O", "H", "H", "C", "H", "C", "H", "F", "H", "O", "H", "O", "S", "H", "H", "H", "H", "C", "H", "H", "H", "S", "F", "O", "C", "H", "O", "F", "H", "H", "S", "C", "C", "C", "O", "C", "F", "O", "H", "H", "C", "H", "P", "H", "O", "O", "H", "H", "H", "H", "C", "H", "O", "H", "H", "O", "H", "O", "H", "H", "O", "H", "O", "C", "H", "H", "C", "H", "H", "C", "F", "H", "C", "H", "H", "C", "O", "H", "H", "H", "H", "C", "H", "O", "H", "H", "H", "H", "H", "F", "H", "S", "H", "O", "O", "H", "H", "H", "N", "C", "S", "C", "C", "O", "H", "O", "O", "H", "O", "H", "O", "H", "H", "S", "H", "C", "S", "H", "H", "C", "H", "H", "C", "C", "H", "H", "C", "H", "O", "O", "C", "S", "H", "O"], "coordinates": [[-12.827, 5.565, -49.380], [-5.951, 5.403, -39.137], [-13.340, 11.698, -40.866], [-12.117, 7.327, -47.496], [-16.218, 9.139, -43.658], [-17.069, 11.203, -41.056], [-11.947, 14.447, -47.019], [-11.955, 8.756, -44.687], [-11.080, 11.238, -44.059], [-14.766, 9.576, -40.538], [-12.050, 8.246, -48.072], [-10.855, 12.901, -40.124], [-15.829, 8.963, -41.292], [-8.561, 2.884, -48.097], [-7.706, 9.587, -42.357], [-18.425, 12.851, -40.889], [-7.304, 5.702, -38.197], [-4.204, 6.681, -46.660], [-4.581, 5.977, -47.401], [-12.590, 3.514, -44.058], [-14.781, 3.855, -41.810], [-11.353, 11.734, -46.453], [-10.321, 8.340, -43.118], [-6.159, 8.177, -46.329], [-12.305, 3.731, -45.088], [-8.623, 10.344, -43.710], [-10.380, 12.291, -47.361], [-10.714, 6.840, -44.932], [-16.651, 11.718, -41.927], [-7.578, 7.535, -44.343], [-13.371, 6.229, -48.219], [-14.466, 4.848, -41.480], [-15.379, 9.382, -43.005], [-12.126, 1.806, -40.745], [-9.217, 7.157, -37.908], [-7.653, 6.461, -44.225], [-12.437, 8.086, -42.510], [-14.478, 7.347, -48.694], [-12.070, 10.454, -40.899], [-12.316, 4.513, -41.529], [-9.479, 3.147, -48.622], [-10.822, 14.415, -45.600], [-11.581, 7.489, -43.747], [-14.564, 8.820, -43.465], [-6.937, 9.930, -48.014], [-7.954, 8.025, -39.859], [-9.614, 11.973, -44.969], [-5.970, 6.903, -38.139], [-17.149, 7.459, -47.965], [-6.391, 7.168, -40.733], [-4.846, 8.071, -46.864], [-9.001, 11.191, -40.845], [-10.905, 1.566, -44.378], [-16.873, 8.148, -46.409], [-11.523, 3.598, -48.018], [-9.670, 3.722, -44.689], [-7.772, 6.096, -40.573], [-13.128, 4.029, -39.656], [-9.818, 2.291, -49.200], [-13.819, 14.943, -45.720], [-10.681, 3.682, -39.596], [-7.516, 11.268, -42.684], [-10.129, 11.950, -42.355], [-10.395, 7.153, -40.341], [-9.989, 10.306, -45.065], [-10.276, 7.623, -41.315], [-18.466, 11.762, -40.888], [-11.195, 6.751, -47.552], [-16.419, 11.466, -40.220], [-7.163, 6.830, -40.043], [-12.912, 6.758, -44.269], [-19.166, 11.413, -41.647], [-10.523, 3.502, -47.579], [-14.472, 5.432, -42.403], [-14.434, 8.224, -46.789], [-11.843, 14.262, -45.950], [-12.208, 10.651, -46.891], [-8.623, 6.066, -44.516], [-9.295, 4.034, -49.227], [-15.014, 10.404, -43.077], [-10.059, 6.118, -40.338], [-6.553, 6.243, -38.773], [-15.225, 5.286, -40.837], [-7.475, 4.861, -42.609], [-9.382, 9.213, -47.251], [-13.024, 3.344, -45.802], [-12.100, 4.778, -45.283], [-15.324, 9.076, -48.064], [-7.040, 6.007, -45.005], [-11.130, 6.250, -42.768], [-12.599, 16.081, -44.974], [-10.729, 2.821, -45.044], [-12.697, 11.097, -42.481], [-11.801, 13.744, -42.271], [-7.187, 10.304, -45.491], [-12.358, 7.516, -46.456], [-16.236, 6.470, -46.813], [-12.856, 5.848, -40.475], [-7.225, 6.011, -42.885], [-12.879, 15.050, -45.177], [-7.143, 9.456, -46.667], [-13.096, 4.856, -40.851], [-9.426, 10.810, -41.772], [-12.151, 2.298, -38.171], [-3.140, 6.799, -46.875], [-17.212, 9.778, -41.084], [-9.783, 9.361, -38.862], [-4.141, 8.793, -46.445], [-16.140, 7.558, -41.148], [-4.829, 8.332, -47.924], [-12.228, 12.882, -45.726], [-13.067, 1.279, -40.587], [-11.298, 1.108, -40.689], [-11.929, 2.993, -39.409], [-12.251, 2.313, -41.699], [-10.455, 11.282, -44.942], [-9.384, 7.993, -39.062], [-4.228, 6.313, -45.637], [-8.557, 7.602, -47.305], [-16.423, 7.487, -47.150], [-10.444, 4.488, -47.109], [-18.884, 11.412, -39.942], [-12.504, 11.294, -41.430], [-8.256, 10.466, -42.691], [-10.163, 10.029, -41.617], [-11.433, 7.285, -40.041], [-15.101, 8.097, -47.643], [-9.001, 8.280, -45.745], [-10.609, 2.448, -46.611], [-13.984, 5.446, -47.168], [-8.693, 8.531, -46.757], [-11.298, 12.669, -41.486], [-13.027, 14.558, -44.214], [-6.560, 6.768, -42.213]], "homo_energy_ev": -7.8766, "relative_energy_kcal_mol": 0.0, "charge": -1}

=====

(6)
{"formula": "C6H11N", "method": "ωB97M-V/def2-TZVPD", "elements": ["C", "H", "N", "H", "H", "H", "C", "C", "H", "H", "H", "H", "H", "C", "H", "C", "C", "H"], "coordinates": [[-0.542, 0.891, -0.301], [0.819, -2.616, 1.955], [0.312, 0.971, -2.714], [-0.502, -1.879, 0.796], [1.476, -0.494, 1.141], [0.553, 1.650, 1.194], [-0.098, 0.753, 1.246], [0.325, 0.793, -1.292], [-1.561, 0.619, -3.611], [-1.608, 0.993, -0.303], [0.793, -0.154, 3.005], [1.506, 0.609, -1.204], [-1.071, 0.757, 1.858], [0.687, -0.455, 1.863], [-0.587, -2.007, 2.701], [-0.018, -1.824, 1.852], [-0.514, 0.706, -3.640], [0.031, 0.686, -4.544]], "homo_energy_ev": -8.9796, "relative_energy_kcal_mol": 94.4, "smiles": "C=N/C=C/CCC"}